Entry 1:
The following is a quantum chemistry calculation of a molecular structure, C43H41BrGdIN6P, from the OMol25 dataset.

Net charge ... +1
<S²> ... 16.06
Spin multiplicity ... 8

Last column: Mulliken spin population.
Cartesian coordinates (Å):
Gd: -0.45750 -0.19258 -0.61200  7.69
I: -2.43889 0.12562 -3.07013  0.00
Br: -2.82298 -0.16078 -6.52519  0.00
P: 0.97482 2.24286 -1.26825  -0.03
N: -2.36919 -0.32640 2.00012  0.04
N: 1.59375 -1.14043 -1.06131  -0.11
N: 0.48249 -0.29113 1.33710  -0.20
N: 0.00916 0.12144 2.49859  0.00
N: -3.84409 0.95279 3.26159  -0.01
N: -1.58902 2.10736 0.36508  -0.03
C: -3.62579 -2.60514 -3.22971  0.00
C: 5.08748 2.72809 0.73393  0.00
C: 1.86090 -0.57856 1.26256  -0.10
C: -3.27664 -3.36326 1.63502  0.00
C: -2.40577 1.89753 6.53174  0.00
C: -1.09693 1.45783 6.35215  0.00
C: 4.29008 -1.90283 -1.15310  0.01
C: -2.17965 -1.23919 0.83663  -0.17
C: -2.92234 1.15433 4.32958  0.00
C: -3.22388 -1.53786 -4.01916  0.00
C: 2.59187 2.49777 -0.48431  0.01
C: 0.02592 2.84795 -3.78884  0.00
C: 4.04597 3.55899 1.12026  0.00
C: -0.70949 0.87045 5.16013  0.00
C: -4.27966 -3.78777 -5.21146  0.00
C: 2.17768 -1.57631 -2.22765  0.02
C: 1.19301 2.66859 -3.04278  -0.02
C: 3.47094 -1.94248 -2.33847  -0.04
C: -0.50759 6.03880 -0.76900  0.00
C: -1.62127 0.71840 4.11911  -0.01
C: 2.47532 3.11026 -5.03891  0.00
C: 0.31051 4.97313 -1.09261  0.00
C: 2.80150 3.44702 0.51351  0.00
C: 1.31104 3.27207 -5.77166  0.00
C: 3.63392 1.64352 -0.84276  -0.01
C: -1.93595 -2.70543 1.27579  0.01
C: -1.31950 -3.45239 0.09194  0.02
C: 2.38894 -1.04622 0.09372  0.02
C: -3.35064 -1.57452 -5.40252  0.00
C: -0.03354 3.66593 -0.73631  -0.01
C: 2.42053 2.81110 -3.68057  0.00
C: -4.15375 -3.73652 -3.83183  0.00
C: -3.88438 -2.71417 -5.99358  0.00
C: -2.04617 4.52086 0.28361  0.00
C: -1.24053 0.16414 2.80468  -0.02
C: 0.07983 3.14613 -5.14001  0.00
C: 3.76999 -1.47660 0.00974  -0.02
C: -3.33025 1.74146 5.51419  0.00
C: -3.56356 0.08627 2.29348  -0.02
C: -1.69718 5.80731 -0.08494  0.00
C: -0.99992 -2.87243 2.47824  -0.01
C: 4.87856 1.76834 -0.24685  0.01
C: -1.21407 3.45147 -0.03617  0.00
H: 4.36734 -1.43817 0.91250  0.00
H: 1.36029 3.50562 -6.82747  0.00
H: -3.14796 -4.42154 1.87895  0.00
H: -4.46528 -4.57232 -3.21903  0.00
H: -0.83673 3.28730 -5.69884  0.00
H: 0.30725 0.53404 5.00946  0.00
H: -2.34979 6.63339 0.16576  0.00
H: 0.01829 -2.55421 2.25680  0.00
H: 3.43800 3.22234 -5.52089  0.00
H: 2.45441 -0.51951 2.16494  0.01
H: -0.94168 2.79371 -3.30085  0.00
H: -3.98443 -2.75173 -7.06972  0.00
H: -4.82094 1.12247 3.44472  0.00
H: -0.96853 -3.93144 2.74420  0.00
H: -2.01375 -3.52921 -0.75098  -0.01
H: 3.34312 2.70233 -3.12766  0.00
H: 3.86427 -2.26771 -3.29042  0.00
H: -1.35086 -2.33359 3.36192  0.00
H: 3.47454 0.86472 -1.58052  -0.01
H: 4.19987 4.29971 1.89427  0.00
H: -0.39683 -2.97990 -0.26105  -0.01
H: 1.22456 5.14471 -1.65034  0.00
H: -3.98628 -3.29394 0.80415  0.00
H: 5.67836 1.09947 -0.53736  0.00
H: -4.38360 -0.29750 1.69803  0.00
H: 1.99824 4.10212 0.82717  0.00
H: -0.37458 1.57094 7.14981  0.00
H: -4.35584 2.06979 5.64051  0.00
H: -3.72939 -2.88692 2.51210  0.00
H: -2.70783 2.35545 7.46379  0.00
H: -3.14863 -1.22867 0.32591  -0.02
H: -3.53701 -2.54712 -2.15404  0.00
H: -2.59642 2.07472 0.48826  0.00
H: -0.22939 7.04402 -1.05696  0.00
H: 6.05842 2.82135 1.20350  0.00
H: -1.05213 -4.47132 0.38252  0.00
H: -1.19660 1.92409 1.29192  -0.01
H: -2.96672 4.34149 0.82842  0.00
H: -4.69152 -4.66793 -5.68739  0.00
H: 5.32468 -2.21976 -1.20120  0.00
H: 1.52667 -1.61328 -3.09565  0.00


Entry 2:
The following is a quantum chemistry calculation of a molecular structure, C43H41Cl4N8O6PReS2, from the OMol25 dataset.

Net charge ... +2
<S²> ... 0.77
Spin multiplicity ... 2

Last column: Mulliken spin population.
Cartesian coordinates (Å):
Re: 0.38948 0.74390 -0.32014  0.67
Cl: -1.65009 3.00419 3.61383  0.00
Cl: -4.67921 2.22920 3.98404  0.01
Cl: -4.36134 -1.10612 -0.26354  0.00
Cl: -5.97512 0.10351 2.12147  0.00
S: 5.00446 -2.46107 6.23217  0.00
S: -1.01282 -2.97703 1.73077  0.00
P: -0.60258 2.41048 -1.67860  0.09
O: -1.54667 0.03545 -0.34103  0.08
O: 6.16552 -3.31641 6.29620  0.00
O: -0.41391 1.40290 1.38890  -0.02
O: 2.25219 -0.96523 -1.53698  0.00
O: 3.94479 -2.93518 5.35435  0.00
O: 4.53878 -1.89342 7.48306  0.00
N: -1.19371 -4.85808 3.65368  0.00
N: -2.39818 -3.09684 4.04433  0.00
N: -1.20085 -4.52934 -3.13943  0.00
N: -0.29744 -2.39585 -2.16642  0.00
N: 1.50143 0.15722 -1.92423  -0.06
N: 2.21196 0.97094 0.60993  -0.01
N: 4.77822 -0.53259 4.41156  0.00
N: 6.73733 -0.31548 5.70936  0.01
C: -3.51245 1.06503 -4.19041  0.00
C: -3.41046 2.16751 -1.64425  0.00
C: -1.63386 5.92765 0.22316  0.00
C: 3.18701 1.89025 0.70918  0.02
C: 1.32955 1.85549 -3.70106  0.01
C: -3.74225 1.50727 2.76025  0.02
C: -1.76597 4.74664 -0.49829  0.00
C: -0.02183 -2.42389 -3.59856  0.01
C: 4.11550 0.79143 2.63092  0.01
C: 0.62547 4.45504 -0.40823  -0.01
C: -0.65930 -3.67971 -4.25191  0.00
C: 4.14712 1.83259 1.69738  -0.01
C: -0.63432 3.99812 -0.81088  0.01
C: -2.31464 -3.80544 -2.43786  0.00
C: -2.41892 1.84670 2.62517  -0.01
C: -0.10666 -4.86392 -2.16284  0.00
C: -2.29591 0.38100 0.64885  0.07
C: -2.22897 1.99348 -2.36844  -0.02
C: -4.68647 1.29443 -3.48517  0.00
C: 7.02435 0.78945 5.03327  0.00
C: 0.03287 3.87756 -3.89418  -0.01
C: -4.34873 0.54650 1.87564  0.00
C: -3.64302 -0.00015 0.83304  -0.01
C: -2.68848 -3.93883 5.20838  0.00
C: -1.73967 -5.13396 4.98703  0.00
C: -1.74639 -2.45500 -1.94110  -0.01
C: 0.75213 5.63692 0.29571  0.00
C: 3.09092 -0.16263 2.51718  -0.01
C: 1.53635 3.26372 -5.66526  -0.01
C: -1.54809 -3.66103 3.18141  0.00
C: 5.60158 -0.94644 5.37118  0.00
C: -4.63111 1.82928 -2.20654  0.00
C: 0.60552 4.14401 -5.13191  0.02
C: -0.38394 6.37000 0.62365  0.00
C: 1.82617 0.65313 -3.06403  0.09
C: 2.18905 -0.04471 1.51114  0.01
C: 0.37033 2.73736 -3.17844  0.01
C: -2.28872 1.40999 -3.63613  0.00
C: 1.90762 2.14442 -4.94476  0.02
C: -1.67371 1.23624 1.59547  0.03
C: 6.22795 1.28318 3.99999  0.01
C: 0.34543 -3.53847 -1.50468  0.00
C: 5.09312 0.55325 3.71599  0.00
H: -0.68523 4.57292 -3.47411  0.00
H: -1.93784 -2.35238 -0.87805  0.00
H: -2.64614 -4.43219 -1.61099  0.00
H: -2.84603 -2.21956 3.85860  0.00
H: 1.98182 3.45530 -6.63221  0.00
H: -1.56420 -5.39577 -3.53180  0.00
H: 1.73099 5.99075 0.59259  0.00
H: 1.42597 -3.43167 -1.57308  0.00
H: 7.93848 1.29795 5.31839  0.00
H: -0.50171 -5.56948 -1.43483  0.00
H: -5.64325 1.05552 -3.93084  0.00
H: -2.51723 6.50209 0.46984  0.00
H: -1.38148 1.24052 -4.20384  0.00
H: 1.41642 -0.81595 1.39310  0.00
H: -0.94627 -5.16825 5.73086  0.00
H: 1.50567 3.87604 -0.66566  0.00
H: 2.61917 0.14657 -3.61036  0.00
H: 0.06313 -4.26922 -4.81127  0.00
H: 2.66962 1.48365 -5.34403  0.00
H: -0.29105 7.29097 1.18373  0.00
H: 3.10966 -0.94335 -1.99137  0.00
H: 4.91304 2.59497 1.73099  0.00
H: 3.05432 -0.98454 3.22601  0.00
H: -3.38513 2.55722 -0.63617  0.00
H: 0.69352 -5.34964 -2.71784  0.00
H: -3.13974 -3.68829 -3.13831  0.00
H: 1.05948 -2.43148 -3.74421  0.00
H: 0.32084 5.03207 -5.68168  0.00
H: 3.19810 2.67397 -0.03553  0.00
H: -2.47219 -3.41154 6.13412  0.00
H: -5.54451 1.97670 -1.64402  0.00
H: -3.73452 -4.24084 5.21701  0.00
H: -2.21470 -1.61067 -2.44795  0.00
H: -2.26556 -6.08495 4.99861  0.00
H: 6.50506 2.18294 3.46390  0.00
H: -2.74661 4.44374 -0.82895  0.00
H: -1.48885 -3.43085 -4.91032  0.00
H: -0.42494 -1.51819 -4.05475  0.00
H: -0.42696 -5.37615 3.26285  0.00
H: 0.07292 -3.52553 -0.45070  0.00
H: -3.55056 0.62791 -5.18009  0.00


Calculated E_tot (Eh), listed in the same order as above: -5970.1872; -5608.8150
Calculated relative energy (zero: lowest compared OMol25 entry of this formula, charge and spin) (eV), listed in the same order as above: 0.000; 2.373